[1]
{"formula": "C10H14N3S", "method": "ωB97M-V/def2-TZVPD", "elements": ["C", "C", "C", "C", "C", "C", "C", "C", "C", "C", "N", "N", "N", "S", "H", "H", "H", "H", "H", "H", "H", "H", "H", "H", "H", "H", "H", "H"], "positions_angstrom": [[1.703, -1.032, 3.209], [2.295, -0.039, 2.412], [0.362, -1.084, 3.434], [1.458, 0.680, 1.564], [-0.534, -0.298, 2.628], [0.115, 0.227, 1.398], [1.737, -1.572, -1.911], [-0.397, -0.153, -2.101], [-2.587, 1.132, -2.349], [-1.289, 0.736, -2.962], [2.197, -1.937, -0.926], [-0.465, 0.259, 0.260], [0.266, 0.487, -0.934], [0.872, -0.905, -3.181], [2.309, -1.764, 3.871], [3.334, 0.175, 2.441], [-0.083, -1.713, 4.159], [1.768, 1.511, 1.008], [-1.354, 0.244, 3.119], [-1.113, -0.996, -1.675], [-3.123, 0.356, -1.842], [-3.318, 1.561, -2.958], [-2.329, 1.857, -1.556], [-0.711, 1.569, -3.225], [-1.565, 0.223, -3.863], [-1.139, -1.071, 2.026], [1.223, 0.078, -0.721], [0.367, 1.469, -1.327]], "smiles": "CC[C@H]([NH2+]/N=C1\\C=CC=CC1)SC#N", "e_lumo_ev": [-3.94, -3.94], "homo_lumo_gap_ev": [8.42, 8.42], "max_force_ha_per_bohr": 0.08665, "multiplicity": 1, "total_charge": 1, "energy_ha": -951.51340, "relative_energy_kj_mol": 310.2}


[2]
{"formula": "C10H14N4", "method": "ωB97M-V/def2-TZVPD", "elements": ["C", "C", "C", "C", "C", "C", "C", "C", "C", "C", "N", "N", "N", "N", "H", "H", "H", "H", "H", "H", "H", "H", "H", "H", "H", "H", "H", "H"], "positions_angstrom": [[-0.161, 1.975, -0.504], [0.874, 1.013, -0.248], [0.159, -0.151, -0.020], [2.357, -1.179, -0.197], [0.956, -1.455, 0.146], [3.128, 0.049, -0.117], [3.689, 0.195, 1.285], [-3.183, -0.493, -1.378], [-3.132, -0.200, 1.074], [-2.401, -0.743, -0.106], [-1.318, 1.377, -0.329], [1.761, -1.951, -1.002], [-1.149, 0.053, -0.108], [2.284, 1.216, -0.426], [0.006, 2.968, -0.479], [0.791, -2.269, 0.874], [3.972, 0.076, -0.807], [4.198, -0.605, 1.721], [2.720, 0.460, 1.911], [4.179, 1.270, 1.178], [-3.881, -1.274, -1.540], [-2.506, -0.374, -2.329], [-3.726, 0.457, -1.374], [-2.423, 0.073, 1.857], [-3.927, -0.924, 1.425], [-3.619, 0.844, 0.879], [-1.996, -1.804, 0.072], [2.348, 1.398, -1.458]], "smiles": "CC(C)n1ncc2c1[C@H]1N=C1[C@H](C)N2", "e_lumo_ev": 0.72, "homo_lumo_gap_ev": 8.95, "max_force_ha_per_bohr": 0.11895, "multiplicity": 1, "total_charge": 0, "energy_ha": -608.31368, "relative_energy_kj_mol": 305.5}


[3]
{"formula": "C10H14N4O5", "method": "ωB97M-V/def2-TZVPD", "elements": ["C", "C", "C", "C", "C", "C", "C", "C", "C", "C", "H", "H", "H", "H", "H", "H", "H", "H", "H", "H", "H", "H", "H", "H", "N", "N", "N", "N", "O", "O", "O", "O", "O"], "positions_angstrom": [[-1.116, -0.255, 0.208], [0.196, -0.952, -0.014], [-2.115, -0.351, -0.897], [-3.390, 0.021, -0.346], [-4.449, -0.734, -0.297], [-4.941, 1.049, 0.667], [2.708, -0.671, -0.244], [3.688, -0.881, 0.880], [3.597, 0.072, -1.312], [3.959, 1.418, -0.442], [-2.103, 1.426, 0.880], [-0.498, 0.968, 1.478], [-1.788, -0.719, 0.902], [-2.191, -1.587, -0.870], [-1.857, 0.157, -2.054], [-4.696, -1.708, -0.856], [-5.687, 1.709, 1.194], [-6.479, -0.399, 0.687], [1.191, 0.798, 0.117], [2.434, -1.458, -0.913], [4.491, -0.707, -1.393], [3.158, 0.288, -2.333], [3.209, 3.076, -0.035], [5.405, -1.740, 1.151], [-1.080, 1.141, 0.673], [-3.637, 1.067, 0.483], [-5.455, -0.218, 0.468], [1.426, -0.153, -0.059], [0.130, -2.219, -0.148], [3.305, -0.515, 1.997], [4.865, 1.351, 0.483], [3.049, 2.325, -0.437], [4.674, -1.599, 0.382]], "smiles": "N[C@@H](Cc1c[nH]cn1)C(=O)N[C@@H](CC(=O)O)C(=O)O", "e_lumo_ev": 0.54, "homo_lumo_gap_ev": 9.42, "max_force_ha_per_bohr": 0.16383, "multiplicity": 1, "total_charge": 0, "energy_ha": -984.52113, "relative_energy_kj_mol": 691.4}


[4]
{"formula": "C10H14NO3", "method": "ωB97M-V/def2-TZVPD", "elements": ["C", "O", "C", "C", "C", "C", "C", "N", "C", "C", "C", "C", "O", "O", "H", "H", "H", "H", "H", "H", "H", "H", "H", "H", "H", "H", "H", "H"], "positions_angstrom": [[-3.276, 1.042, -1.636], [-2.852, -0.309, -2.089], [-2.388, -0.998, -0.875], [-0.827, -1.544, -0.959], [0.266, -0.320, -1.269], [1.232, -0.260, 0.092], [2.126, -1.635, 0.382], [3.022, -1.757, 1.604], [3.123, -0.624, 2.610], [2.314, 0.827, 2.444], [1.306, 1.016, 1.124], [0.410, 2.380, 0.845], [-0.533, 2.858, 1.670], [0.651, 3.121, -0.438], [-4.285, 0.943, -1.021], [-3.431, 1.689, -2.615], [-2.463, 1.592, -0.980], [-3.103, -1.914, -0.635], [-2.425, -0.315, 0.103], [-0.682, -2.420, -1.747], [-0.618, -2.053, 0.100], [-0.248, 0.705, -1.505], [0.945, -0.577, -2.217], [2.046, -2.533, -0.400], [3.527, -2.681, 1.717], [3.825, -0.785, 3.544], [2.411, 1.698, 3.247], [-0.076, 2.852, -1.095]], "smiles": "COCCCc1c[nH+]ccc1C(=O)O", "e_lumo_ev": -5.76, "homo_lumo_gap_ev": 7.00, "max_force_ha_per_bohr": 0.18313, "multiplicity": 1, "total_charge": 1, "energy_ha": -669.25991, "relative_energy_kj_mol": 946.0}


[5]
{"formula": "C10H14O2S", "method": "ωB97M-V/def2-TZVPD", "elements": ["C", "C", "C", "C", "C", "C", "C", "C", "C", "C", "O", "O", "S", "H", "H", "H", "H", "H", "H", "H", "H", "H", "H", "H", "H", "H", "H"], "positions_angstrom": [[-0.363, 1.265, 0.988], [0.475, 1.893, 0.113], [1.556, 0.028, -0.945], [0.376, -0.884, -0.942], [0.271, 0.123, 1.857], [-0.396, -1.207, 1.401], [1.603, 1.298, -0.493], [-0.403, -1.459, -0.062], [2.777, 2.176, -0.765], [-1.339, -2.546, -0.599], [-3.186, 1.458, -0.274], [-4.309, -0.700, -0.607], [-3.093, 0.047, -0.478], [-1.436, 1.589, 1.166], [0.331, 2.887, -0.296], [2.382, -0.472, -1.462], [0.135, -1.328, -1.950], [1.342, 0.074, 1.674], [-0.154, 0.434, 2.908], [0.201, -2.086, 1.696], [-1.361, -1.426, 1.765], [3.476, 1.920, -1.578], [3.514, 2.236, 0.022], [2.314, 3.243, -0.974], [-0.933, -3.367, -0.148], [-1.324, -2.777, -1.729], [-2.457, -2.418, -0.289]], "e_lumo_ev": -0.98, "homo_lumo_gap_ev": 7.32, "max_force_ha_per_bohr": 0.07583, "multiplicity": 1, "total_charge": 0, "energy_ha": -937.97841, "relative_energy_kj_mol": 203.0}


[6]
{"formula": "C10H14Si", "method": "ωB97M-V/def2-TZVPD", "elements": ["C", "C", "C", "C", "C", "C", "C", "C", "C", "C", "Si", "H", "H", "H", "H", "H", "H", "H", "H", "H", "H", "H", "H", "H", "H"], "positions_angstrom": [[3.461, -0.620, 0.060], [2.668, -1.641, 0.509], [2.960, 0.621, -0.316], [1.279, -1.531, 0.331], [1.549, 0.805, -0.149], [0.764, -0.289, 0.195], [-2.560, -0.890, -1.229], [-2.640, -1.796, 0.114], [0.815, 2.059, -0.586], [-2.289, 1.435, 1.286], [-1.699, -0.119, 0.259], [4.588, -0.682, -0.004], [3.237, -2.468, 0.714], [3.699, 1.236, -0.708], [0.497, -2.266, 0.431], [-2.213, -1.419, -2.055], [-3.445, -0.487, -1.531], [-3.729, -1.904, 0.447], [-1.951, -2.712, 0.025], [-0.213, 1.973, -0.771], [1.136, 2.931, 0.094], [1.276, 2.494, -1.533], [-2.058, 1.251, 2.305], [-1.808, 2.356, 0.951], [-3.323, 1.662, 1.162]], "e_lumo_ev": 0.88, "homo_lumo_gap_ev": 9.55, "max_force_ha_per_bohr": 0.09406, "multiplicity": 1, "total_charge": 0, "energy_ha": -678.79197, "relative_energy_kj_mol": 457.4}


> What is the formula in the sixth record?

C10H14Si


> Which formula does entry 3 have?

C10H14N4O5